[1]
54
Properties=species:S:1:pos:R:3 method="wB97M-V/def2-TZVPD" e_homo_ev=-11.87 total_charge=+1 lumo_ev=-2.8432
C -1.5254 2.7066 0.7155
C -2.0396 2.7926 -0.7004
O -2.0044 3.8560 -1.2809
N -2.5089 1.6446 -1.3703
C -2.9692 1.9607 -2.7282
C -3.3409 0.7012 -0.6370
C -2.4896 -0.5224 -0.1715
F -2.6101 -1.4599 -1.1915
O -1.1400 -0.1891 -0.0655
C -0.4498 -0.7601 1.0176
N 0.8810 -0.2132 1.0694
I -0.2846 -2.8993 0.8393
N -4.0981 1.3814 0.4736
Br -5.2227 2.7121 -0.2689
S -4.9538 0.4851 1.6307
O -3.9876 -0.1974 2.4362
O -5.9164 1.3334 2.2462
C -5.9594 -0.8641 0.8221
F -5.1621 -1.6966 0.1382
F -6.4734 -1.5157 1.8692
C -7.1278 -0.4500 -0.1155
F -7.9007 0.4676 0.4238
F -7.8440 -1.5395 -0.3587
F -6.6307 -0.0021 -1.2714
H -0.4474 2.8850 0.6860
H -1.9718 3.5387 1.2636
H -1.7590 1.7915 1.2457
H -3.7709 2.6979 -2.7511
H -3.2831 1.0344 -3.2104
H -2.1263 2.3536 -3.2950
H -4.0333 0.2894 -1.3724
H -2.8180 -0.9734 0.7589
H -0.9593 -0.5377 1.9572
H 1.2983 -0.3566 0.1525
H 0.7790 0.7956 1.1719
C 7.8304 0.2621 -1.2715
C 7.1746 -1.0789 -1.5490
N 6.0114 -1.3231 -0.6773
C 4.7630 -1.7228 -1.0963
C 4.0043 -1.8830 0.0149
N 4.7981 -1.5760 1.0919
C 6.0067 -1.2455 0.6498
C 4.3784 -1.6067 2.4972
H 8.2176 0.3219 -0.2543
H 8.6677 0.4026 -1.9515
H 7.1253 1.0801 -1.4168
H 7.8770 -1.8991 -1.4056
H 6.8139 -1.1270 -2.5733
H 4.5478 -1.8589 -2.1408
H 2.9852 -2.1900 0.1727
H 6.8402 -0.9619 1.2683
H 4.4537 -0.6093 2.9220
H 5.0095 -2.2969 3.0508
H 3.3455 -1.9379 2.5399



[2]
63
Properties=species:S:1:pos:R:3 method="wB97M-V/def2-TZVPD" e_above_lowest_kcal_mol=0.0 s_squared=4.186 e_homo_ev="-6.93 / -6.86" lumo_ev="-0.4178 / 0.4284" spin_multiplicity=4
P 0.1844 0.9045 -1.7424
P -2.8420 -0.9848 -0.6937
C -1.0936 0.0569 -2.6335
C -2.3984 0.3649 -1.9256
H -0.8578 -1.0232 -2.6723
H -1.1353 0.4755 -3.6454
H -2.3550 1.3366 -1.3843
H -3.2685 0.3269 -2.5936
C -2.5105 -2.5720 -1.5606
H -2.9891 -3.4216 -1.0604
H -1.4499 -2.8146 -1.6084
H -2.9211 -2.4365 -2.5648
C -4.6336 -0.7974 -1.0025
H -4.9248 -1.3816 -1.8874
H -4.8360 0.2670 -1.1710
H -5.1408 -1.0681 -0.0737
C 1.3109 0.8109 -3.3541
H 2.1339 1.5393 -3.3982
H 0.6428 1.0220 -4.1944
H 1.7129 -0.1884 -3.5254
C -0.1420 2.6705 -2.4742
H -0.7483 3.2586 -1.7647
H -0.6968 2.5113 -3.4142
H 0.8058 3.1993 -2.7067
Co -1.8763 -0.3387 0.8049
C 3.0708 -0.5738 -0.0313
C 3.0221 -0.5438 -1.3729
C 4.1107 0.2281 -2.0781
C 4.3443 1.5674 -1.3406
C 3.1851 2.5256 -1.2819
C 2.0755 2.4308 -0.5425
C 1.8722 1.7352 0.7795
C 2.3516 0.2414 1.0102
C -2.2030 1.4192 1.7929
H 3.8084 -1.2168 0.4847
H 2.3119 -1.1326 -1.9669
H 3.8668 0.3209 -3.1402
H 5.0138 -0.3837 -1.8982
H 4.5805 1.3096 -0.3004
H 5.1530 2.1584 -1.7662
H 3.2760 3.4867 -1.8313
H 1.2731 3.1884 -0.6635
H 0.8227 1.7502 1.0915
H 2.4402 2.2995 1.5279
H 3.0202 0.2608 1.8995
H 1.4634 -0.2969 1.3721
H -3.2781 1.5789 2.0052
H -1.7820 2.1998 1.1290
H -1.6617 1.3183 2.7591
Cl -3.3142 -1.1568 2.6575
C -1.9941 -1.7212 3.6632
C -2.1224 -1.8262 5.0556
C -0.9775 -2.0327 5.8422
C 0.2455 -2.1353 5.2211
C 0.3507 -2.1928 3.8303
C -0.7856 -1.9097 3.0156
C -0.7417 -1.7883 1.5258
H -3.0932 -1.7553 5.5174
H -1.0657 -2.1506 6.9311
H 1.1586 -2.1999 5.8345
H 1.2898 -2.4157 3.3445
H 0.2653 -1.6857 1.1040
H -1.3239 -2.6190 1.0664



[3]
91
Properties=species:S:1:pos:R:3 method="wB97M-V/def2-TZVPD" e_above_lowest_kcal_mol=0.0 e_homo_ev="-3.59 / -3.59" total_charge=-1 lumo_ev="2.4175 / 2.4176"
Pd 1.0002 -1.2564 -0.1362
O 2.6302 -5.2453 -0.5727
C 1.9249 -4.2453 -0.3175
N 2.0218 -3.0465 -0.8642
C 3.0731 -3.0246 -1.8647
C 3.4310 -1.6525 -2.3646
C 3.4642 -1.3877 -3.7272
C 3.8659 -0.1288 -4.1631
C 4.2039 0.8329 -3.2385
C 4.1209 0.4719 -1.8918
N 3.7706 -0.7224 -1.4612
C 0.8777 -4.4403 0.7610
C 1.1805 -5.3156 1.8055
C 0.2429 -5.5340 2.7944
C -0.9902 -4.9009 2.6958
C -1.2073 -4.0673 1.6117
N -0.2982 -3.8232 0.6689
H 2.7879 -3.6389 -2.7288
H 3.9859 -3.4906 -1.4692
H 3.1747 -2.1600 -4.4272
H 3.9022 0.0989 -5.2222
H 4.5082 1.8331 -3.5111
H 4.2314 1.0351 -0.0990
H 2.1428 -5.8072 1.8009
H 0.4593 -6.1955 3.6251
H -1.7659 -5.0495 3.4365
H -2.1569 -3.5550 1.4933
C -3.1312 0.9433 6.6954
C -2.7719 0.5597 5.2853
C -2.1948 -0.6729 5.0042
C -1.8320 -1.0133 3.7067
C -2.0387 -0.1047 2.6817
C -2.6448 1.1172 2.9340
C -3.0023 1.4433 4.2309
S -1.5553 -0.4991 0.9850
O -2.4163 0.3794 0.1376
C 0.1335 0.1905 1.0519
C 1.0135 -0.4800 1.9723
C 2.2025 0.1257 2.3465
C 2.5540 1.3917 1.8742
C 3.7718 2.0206 2.2674
C 4.1253 3.2432 1.7883
C 3.2695 3.9147 0.8733
C 2.1014 3.3499 0.4711
C 1.6837 2.0681 0.9584
C 0.4753 1.4759 0.5624
C -0.3979 2.1504 -0.4375
C -1.2078 3.2604 -0.0427
C -1.2166 3.7384 1.2920
C -2.0248 4.7772 1.6617
C -2.8653 5.4006 0.7165
C -2.8729 4.9652 -0.5783
C -2.0503 3.8895 -0.9875
C -2.0489 3.4213 -2.3247
C -1.2616 2.3762 -2.6914
C -0.4437 1.7153 -1.7410
S 0.5438 0.3311 -2.2724
O 4.4427 1.4037 -0.9716
C -0.6019 -0.5139 -3.3368
C -1.9058 -0.7820 -2.9273
C -2.7430 -1.5103 -3.7552
C -2.3043 -2.0060 -4.9814
C -3.2069 -2.8459 -5.8449
C -0.9990 -1.7327 -5.3709
C -0.1534 -0.9853 -4.5624
H -3.1685 0.0695 7.3459
H -4.1009 1.4411 6.7377
H -2.3915 1.6330 7.1084
H -2.0320 -1.3822 5.8080
H -1.4087 -1.9855 3.4942
H -2.8323 1.7913 2.1066
H -3.4715 2.4005 4.4315
H 0.6848 -1.3712 2.4897
H 2.8647 -0.3857 3.0364
H 4.4171 1.4899 2.9594
H 5.0594 3.7013 2.0884
H 3.5613 4.8818 0.4828
H 1.4687 3.8686 -0.2369
H -0.5713 3.2622 2.0186
H -2.0173 5.1255 2.6872
H -3.5030 6.2217 1.0200
H -3.5158 5.4362 -1.3135
H -2.6818 3.9120 -3.0554
H -1.2623 2.0253 -3.7150
H -2.2521 -0.4263 -1.9632
H -3.7574 -1.7156 -3.4312
H -4.2530 -2.7112 -5.5696
H -2.9698 -3.9067 -5.7339
H -3.0975 -2.5945 -6.9010
H -0.6354 -2.1024 -6.3236
H 0.8589 -0.7690 -4.8762



[4]
18
Properties=species:S:1:pos:R:3 method="wB97M-V/def2-TZVPD" e_above_lowest_kcal_mol=60.5 e_homo_ev=-10.22 lumo_ev=0.5849 smiles="C#C[C@@H](C#N)CC(=O)O.N"
C 2.5597 -0.9393 -2.7954
C 1.7218 -0.8537 -1.9290
C 0.6459 -0.7051 -0.9367
C 1.0604 -1.2434 0.3750
N 1.3762 -1.6503 1.4089
C 0.1414 0.7544 -0.8472
C -1.2908 0.8558 -0.3409
O -2.1144 -0.0247 -0.5694
O -1.6532 2.1610 -0.3357
H 3.3279 -1.0861 -3.5345
H -0.2083 -1.3241 -1.2633
H 0.1543 1.1945 -1.8536
H 0.7876 1.3762 -0.2189
H -2.5694 2.2431 -0.6316
N -1.2102 0.7194 2.1280
H -2.1707 0.8954 2.4135
H -0.9404 -0.2151 2.4258
H -0.5938 1.4150 2.5415



[5]
14
Properties=species:S:1:pos:R:3 method="wB97M-V/def2-TZVPD" e_above_lowest_kcal_mol=79.7 e_homo_ev=-14.01 total_charge=+1 lumo_ev=-4.9623
C 0.7619 0.0617 0.7428
C -1.0895 -0.9664 1.7487
N 1.2121 0.5232 -1.8229
N -0.4886 -0.2680 0.6092
N -1.3115 0.0619 -0.4858
O 1.8867 0.3613 0.8950
P 2.3066 1.6780 -2.1341
H -1.8540 -0.3618 2.3440
H -1.8025 -1.7441 1.2267
H -0.4428 -1.4421 2.4652
H 1.4328 -0.1630 -2.5433
H -0.6766 0.4229 -1.1274
H -1.8152 -0.7238 -0.8703
H 1.8805 2.5601 -1.0478



[6]
62
Properties=species:S:1:pos:R:3 method="wB97M-V/def2-TZVPD" e_homo_ev=-11.88 total_charge=+1 lumo_ev=-3.1340
C -0.2356 -4.9746 -0.4682
C -0.1639 -4.2727 0.4967
C -0.0988 -3.3702 1.6555
C 0.2776 -1.8865 1.3348
N 1.1740 -1.4487 2.4723
C 2.0750 -0.5666 1.9018
N 2.9513 -0.0021 2.7161
N 1.9720 -0.4158 0.5691
C 1.1653 -1.5950 0.1473
C 0.6404 -1.6805 -1.2876
C -0.2486 -0.5205 -1.7643
C 0.4404 0.8569 -1.8377
Br -1.9613 -0.4182 -0.7791
H -0.2731 -5.3662 -1.4625
H -1.1097 -3.3479 2.0841
H 0.5394 -3.7478 2.4591
H -0.6364 -1.3142 1.4961
H 0.7125 -0.8512 3.1608
H 3.3819 0.8995 2.5823
H 3.1512 -0.4861 3.5794
H 2.8824 -0.3708 0.1213
H 1.9137 -2.4131 0.1624
H 1.5230 -1.6792 -1.9455
H 0.1150 -2.6129 -1.4891
H -0.5475 -0.7650 -2.7870
H 1.5297 0.7519 -1.8330
H 0.1523 1.5395 -1.0338
H 0.1230 1.3300 -2.7737
C -1.4198 0.8709 -9.1924
O -0.7019 1.3139 -8.0220
P -0.5882 0.2494 -6.7475
O -0.0636 1.1791 -5.7033
O 0.5557 -0.6487 -7.4478
C 1.8043 -0.0421 -7.7677
O -1.0331 -1.0491 -5.8240
C -2.2854 -0.9174 -5.1306
H -1.2549 1.5969 -9.9840
H -1.0566 -0.1052 -9.5242
H -2.4873 0.8095 -8.9810
H 1.9877 0.8514 -7.1709
H 1.8228 0.2207 -8.8263
H 2.5912 -0.7692 -7.5770
H -3.1048 -0.7439 -5.8277
H -2.2303 -0.0974 -4.4113
H -2.4719 -1.8479 -4.5988
C -0.8077 4.2783 7.8227
O -1.6638 3.2696 7.2471
P -0.9372 2.0496 6.3776
O -2.1439 1.4485 5.7467
O -0.4213 1.2621 7.6847
C -1.3862 0.7713 8.6158
O 0.2741 1.3245 5.4874
C 0.5067 1.8794 4.1891
H -1.4083 4.8882 8.4920
H 0.0041 3.8193 8.3929
H -0.3905 4.9122 7.0402
H -2.3683 0.6521 8.1590
H -1.4607 1.4577 9.4598
H -1.0407 -0.1931 8.9815
H 0.7645 2.9365 4.2601
H -0.3752 1.7551 3.5544
H 1.3455 1.3457 3.7482



| no. | electronic energy (hartree) |
| --- | --- |
| 1 | -4990.22390 |
| 2 | -3385.74959 |
| 3 | -3088.87234 |
| 4 | -493.35044 |
| 5 | -660.87911 |
| 6 | -4613.97075 |